ORCA calculation (ωB97M-V/def2-TZVPD) on C37H47BrCl3N9O6SSn as an isolated structure in a non-equilibrium geometry.

Last column: Löwdin charge in e.
Positions of all 105 atoms, in Å:
Sn 0.188 0.359 0.358  1.490
C -3.338 -7.688 0.571  -0.054
O -2.610 -6.560 0.091  -0.086
C -2.063 -6.653 -1.149  -0.225
C -2.123 -7.770 -1.966  -0.004
C -1.518 -7.746 -3.219  -0.064
C -0.881 -6.605 -3.668  -0.074
C -0.832 -5.477 -2.857  -0.028
C -1.407 -5.501 -1.595  -0.152
N -1.458 -4.367 -0.739  0.185
C -0.524 -3.401 -0.572  -0.360
N 0.742 -3.708 -0.989  0.168
C 1.726 -2.778 -1.227  -0.169
C 1.723 -1.426 -1.008  0.030
C 2.615 -0.485 -1.450  -0.148
C 3.704 -0.999 -2.141  -0.050
C 3.861 -2.368 -2.328  0.008
C 2.908 -3.255 -1.869  -0.224
O 2.912 -4.582 -2.046  -0.072
C 3.850 -5.135 -2.981  -0.021
N -0.724 -2.265 -0.006  0.088
C -2.028 -1.982 0.470  -0.251
C -2.940 -1.295 -0.324  -0.018
C -4.256 -1.127 0.089  -0.073
C -4.660 -1.642 1.307  -0.083
C -3.754 -2.306 2.133  -0.017
C -2.439 -2.480 1.720  -0.244
O -1.500 -3.166 2.430  -0.100
C -1.942 -3.835 3.607  -0.056
H -3.660 -7.435 1.575  0.091
H -2.708 -8.576 0.612  0.099
H -4.210 -7.884 -0.054  0.104
H -2.639 -8.662 -1.641  0.112
H -1.558 -8.629 -3.843  0.115
H -0.441 -6.579 -4.657  0.111
H -0.384 -4.563 -3.229  0.088
H -2.272 -4.307 -0.148  0.147
H 0.916 -4.633 -1.354  0.138
H 2.522 0.575 -1.269  0.055
H 4.458 -0.311 -2.503  0.124
H 4.737 -2.734 -2.844  0.121
H 3.571 -6.175 -3.099  0.101
H 4.865 -5.071 -2.590  0.102
H 3.788 -4.621 -3.941  0.106
H -2.611 -0.916 -1.285  0.106
H -4.965 -0.625 -0.557  0.118
H -5.689 -1.537 1.630  0.116
H -4.093 -2.691 3.085  0.110
H -1.093 -4.405 3.971  0.088
H -2.764 -4.517 3.386  0.101
H -2.257 -3.125 4.375  0.096
C 2.562 -1.582 5.446  -0.024
N 1.923 -1.803 4.147  -0.127
C 1.880 -3.172 3.637  -0.013
C 1.418 -0.801 3.400  -0.393
N 1.016 -0.922 2.176  0.058
N 1.339 0.423 4.049  0.172
C 0.948 1.636 3.525  -0.471
N 0.766 2.600 4.467  0.184
N 0.759 1.821 2.263  0.047
H 3.186 -2.439 5.674  0.100
H 1.827 -1.478 6.251  0.102
H 3.215 -0.709 5.425  0.098
H 1.889 -3.857 4.480  0.100
H 2.735 -3.391 2.994  0.108
H 0.960 -3.342 3.078  0.071
H 1.104 -1.867 1.820  0.036
H 1.497 0.406 5.040  0.125
H 1.108 2.493 5.407  0.118
H 0.667 3.551 4.154  0.121
H 0.468 2.775 2.069  0.069
Br 4.596 4.539 1.371  0.803
C 3.110 4.173 0.275  -0.674
C 2.448 5.186 -0.400  -0.077
C 1.338 4.854 -1.162  -0.023
C 0.920 3.535 -1.199  -0.111
N 1.566 2.563 -0.548  -0.017
C 2.653 2.874 0.167  -0.215
H 2.788 6.211 -0.325  0.120
H 0.800 5.613 -1.712  0.122
H 0.048 3.230 -1.772  0.117
H 3.159 2.061 0.676  0.108
Cl -1.528 0.348 -5.567  0.667
C -0.511 0.057 -4.182  -1.492
Cl -0.236 -1.701 -3.999  0.628
Cl 1.056 0.873 -4.399  0.619
C -1.172 0.591 -2.850  -0.791
O -2.278 1.084 -2.902  0.038
O -0.409 0.402 -1.831  -0.275
C -2.744 0.750 4.209  -0.121
C -3.604 1.380 3.122  -0.363
S -2.538 2.133 1.892  0.999
O -1.781 0.937 1.312  -0.646
C -3.763 2.577 0.624  -0.350
C -3.671 4.066 0.301  -0.122
H -3.377 0.299 4.972  0.089
H -2.110 1.501 4.689  0.068
H -2.105 -0.025 3.781  0.060
H -4.236 2.182 3.511  0.110
H -4.210 0.635 2.604  0.079
H -4.755 2.308 0.989  0.098
H -3.499 1.954 -0.231  0.089
H -3.875 4.677 1.182  0.079
H -4.401 4.325 -0.465  0.091
H -2.679 4.326 -0.073  0.069

Force components x, y, z for each atom (eV/Å):
0.4 -0.9 -0.1
0.0 0.0 0.0
-0.1 -0.1 0.1
0.0 -0.1 0.0
0.0 -0.1 0.0
0.0 0.0 0.0
0.1 0.0 0.0
-0.1 0.0 0.0
0.1 0.2 0.0
0.0 -0.1 -0.1
0.0 -0.2 0.1
-0.1 -0.1 0.0
-0.2 0.1 0.2
-0.2 1.4 0.5
0.4 -0.3 -0.3
0.0 0.1 0.0
0.1 0.0 0.0
-0.1 0.6 0.0
0.1 -0.4 -0.2
0.0 0.0 0.1
-0.2 0.5 0.5
-0.2 -0.4 -0.3
0.0 -0.1 0.0
0.0 0.1 -0.1
0.0 0.0 0.1
0.0 0.1 0.1
-0.1 0.1 0.0
0.0 -0.1 0.1
0.0 0.0 -0.1
0.0 0.0 0.0
0.0 0.0 0.0
0.0 0.0 0.0
0.0 0.0 0.0
0.0 0.0 0.0
0.0 0.0 0.1
0.0 0.0 0.0
-0.1 0.0 0.0
0.1 0.0 0.0
0.0 -0.1 -0.1
0.0 0.0 0.0
0.0 0.0 0.0
0.0 -0.1 0.0
0.0 0.0 0.0
-0.1 0.0 0.0
-0.1 -0.1 0.1
0.0 0.0 0.0
0.0 0.0 0.0
0.0 0.0 0.0
0.0 0.0 0.0
0.0 0.0 0.0
0.0 0.0 0.0
-0.1 0.0 -0.1
0.0 0.0 0.1
0.0 0.1 -0.1
0.0 -0.1 -0.1
-0.3 0.0 -0.1
-0.1 0.1 -0.1
0.0 -0.1 0.0
0.0 0.0 -0.1
-0.1 0.0 -0.4
0.0 0.0 0.0
0.0 0.0 0.0
0.0 0.0 0.0
0.0 0.0 0.0
0.0 0.0 0.0
0.0 0.0 0.0
0.0 0.0 -0.1
0.0 0.0 0.1
0.0 0.0 0.0
0.0 0.0 0.0
0.1 0.0 0.1
0.0 0.0 0.0
0.1 0.0 0.1
-0.1 0.0 0.0
0.1 0.1 0.0
-0.1 -0.3 -0.1
-0.1 -0.1 0.4
-0.2 -0.1 -0.1
0.0 0.0 0.0
0.0 0.0 0.0
0.1 0.0 0.0
0.0 0.0 0.0
0.0 0.0 0.0
0.1 0.0 0.3
0.0 0.0 0.0
0.0 0.0 0.0
-0.4 0.1 -0.1
0.3 -0.1 0.3
0.1 0.2 0.3
0.1 0.1 0.0
0.2 -0.2 0.2
-0.2 0.3 -0.1
0.7 -0.7 -0.6
0.1 0.3 0.0
0.0 -0.1 0.1
0.0 0.0 0.0
0.0 0.0 0.0
-0.1 0.0 0.0
0.0 0.0 -0.1
0.0 0.0 0.0
0.0 -0.1 0.0
0.0 -0.1 0.0
0.0 0.0 0.0
0.0 0.0 0.0
0.0 0.0 0.0

Calculated values
max |F|	0.030	hartree/bohr
charge	+2
LUMO energy (spin up / spin down)	-7.038 / -7.041	eV
E_HOMO (spin up / spin down)	-12.08 / -12.08	eV



ORCA calculation (ωB97M-V/def2-TZVPD) on C37H47N2P2PdSi2 as an isolated structure.

Last column: Löwdin charge in e.
Positions of all 91 atoms, in Å:
Pd -0.051 -0.075 -0.577  0.686
C 4.825 0.092 0.515  -0.196
Si 3.132 -0.677 0.178  0.300
C 2.847 -2.043 1.425  -0.184
C 3.274 -1.443 -1.542  -0.193
N 1.866 0.456 0.357  -0.296
P 1.474 1.994 0.100  0.633
C -0.117 2.062 -0.404  -0.484
P -1.703 1.861 0.081  0.604
N -1.942 0.350 0.558  -0.288
Si -3.219 -0.792 0.488  0.300
C -2.753 -2.251 1.564  -0.182
C -4.823 -0.068 1.178  -0.181
C -3.584 -1.371 -1.262  -0.175
C -2.302 3.078 1.304  -0.312
C -2.564 2.680 2.608  -0.083
C -2.897 3.622 3.574  -0.087
C -2.969 4.965 3.237  -0.103
C -2.710 5.369 1.931  -0.092
C -2.378 4.429 0.970  -0.105
C -2.803 2.191 -1.341  -0.284
C -4.121 2.606 -1.160  -0.105
C -4.990 2.693 -2.239  -0.095
C -4.548 2.362 -3.513  -0.105
C -3.233 1.962 -3.701  -0.090
C -2.363 1.884 -2.622  -0.089
C 1.970 3.044 1.512  -0.275
C 1.036 3.845 2.151  -0.063
C 1.399 4.625 3.243  -0.082
C 2.706 4.605 3.703  -0.101
C 3.650 3.804 3.068  -0.089
C 3.283 3.031 1.980  -0.087
C 2.527 2.676 -1.243  -0.268
C 3.124 3.931 -1.187  -0.082
C 3.886 4.402 -2.251  -0.098
C 4.062 3.620 -3.381  -0.107
C 3.463 2.367 -3.447  -0.087
C 2.700 1.904 -2.389  -0.094
H 5.609 -0.639 0.294  0.023
H 4.945 0.401 1.556  0.013
H 4.993 0.960 -0.130  0.018
H 3.568 -2.859 1.318  0.023
H 1.844 -2.445 1.269  0.001
H 2.908 -1.656 2.445  0.022
H 3.533 -2.501 -1.448  0.018
H 4.048 -0.957 -2.142  0.017
H 2.323 -1.400 -2.076  -0.002
H -2.732 -1.972 2.621  0.021
H -1.758 -2.589 1.274  -0.002
H -3.455 -3.081 1.441  0.021
H -4.665 0.444 2.131  0.012
H -5.554 -0.865 1.345  0.022
H -5.264 0.646 0.479  0.004
H -2.647 -1.492 -1.809  0.007
H -4.215 -0.659 -1.802  0.015
H -4.092 -2.340 -1.252  0.022
H -2.482 1.629 2.859  0.099
H -3.094 3.306 4.591  0.098
H -3.225 5.700 3.991  0.094
H -2.764 6.418 1.667  0.098
H -2.164 4.739 -0.047  0.116
H -4.478 2.858 -0.169  0.100
H -6.012 3.017 -2.082  0.096
H -5.225 2.422 -4.357  0.093
H -2.879 1.708 -4.693  0.098
H -1.327 1.592 -2.773  0.088
H 0.018 3.858 1.792  0.073
H 0.655 5.242 3.732  0.097
H 2.993 5.208 4.555  0.094
H 4.673 3.785 3.423  0.098
H 4.021 2.413 1.484  0.081
H 2.995 4.553 -0.311  0.099
H 4.345 5.382 -2.191  0.095
H 4.660 3.982 -4.208  0.093
H 3.591 1.749 -4.328  0.100
H 2.225 0.931 -2.447  0.082
C 0.995 -5.182 -2.058  -0.066
C 0.032 -4.747 -0.947  -0.643
C 0.497 -5.341 0.390  -0.062
C -1.379 -5.260 -1.264  -0.064
C 0.013 -3.278 -0.845  -0.180
C -0.012 -2.068 -0.731  -0.180
H 1.021 -6.274 -2.137  0.075
H 2.003 -4.821 -1.850  0.073
H 0.681 -4.769 -3.017  0.081
H 0.513 -6.435 0.339  0.076
H -0.176 -5.037 1.193  0.080
H 1.498 -4.985 0.637  0.073
H -1.382 -6.351 -1.345  0.075
H -1.735 -4.836 -2.205  0.081
H -2.076 -4.963 -0.478  0.074

Force components x, y, z for each atom (eV/Å):
-0.1 0.0 0.7
0.0 0.0 0.0
0.0 0.0 0.0
0.0 0.0 0.0
0.0 0.0 0.0
0.3 0.2 -0.5
0.1 -0.1 -0.2
0.0 -0.1 0.2
0.1 0.0 -0.1
-0.4 0.1 -0.3
0.0 0.1 0.0
0.0 0.0 -0.1
0.0 0.0 0.0
0.0 0.0 0.0
0.0 -0.1 0.0
0.0 0.0 0.0
0.0 0.0 0.0
0.0 0.0 0.0
0.0 0.0 0.0
0.0 0.0 0.0
-0.1 0.1 0.1
0.0 0.0 -0.1
0.0 0.0 0.0
0.0 0.0 0.0
0.1 0.0 0.0
0.0 0.0 -0.2
0.0 -0.1 0.1
0.0 0.0 0.0
0.0 0.0 0.0
0.0 0.0 0.0
0.0 0.0 0.0
0.0 0.0 0.0
0.0 0.1 0.1
0.0 0.0 0.0
0.0 0.0 0.0
0.0 0.0 0.0
0.0 0.0 0.0
0.0 -0.1 0.0
0.0 0.0 0.0
0.0 0.0 0.0
0.0 0.0 0.0
0.0 0.0 0.0
0.0 0.0 0.0
0.0 0.0 0.0
0.0 0.0 0.0
0.0 0.0 0.0
0.0 0.0 0.0
0.0 0.0 0.0
0.0 0.0 0.0
0.0 0.0 0.0
0.0 0.0 0.0
0.0 0.0 0.0
0.0 0.0 0.0
0.0 0.0 0.0
0.0 0.0 0.0
0.0 0.0 0.0
0.0 0.0 0.0
0.0 0.0 0.0
0.0 0.0 0.0
0.0 0.0 0.0
0.0 0.0 0.0
0.0 0.0 0.0
0.0 0.0 0.0
0.0 0.0 0.0
0.0 0.0 0.0
-0.1 0.0 0.1
0.0 0.0 0.0
0.0 0.0 0.0
0.0 0.0 0.0
0.0 0.0 0.0
0.0 0.0 0.0
0.0 0.0 0.0
0.0 0.0 0.0
0.0 0.0 0.0
0.0 0.0 0.0
0.0 0.0 0.0
0.0 0.0 0.0
0.0 0.0 0.0
0.0 0.0 0.0
0.0 0.0 0.0
0.0 0.0 0.0
0.1 -0.1 -0.1
0.0 0.0 0.0
0.0 0.0 0.0
0.0 0.0 0.0
0.0 0.0 0.0
0.0 0.0 0.0
0.0 0.0 0.0
0.0 0.0 0.0
0.0 0.0 0.0
0.0 0.0 0.0

Calculated values
max |F|	0.014	hartree/bohr
charge	-1
LUMO energy	2.640	eV
E_HOMO	-4.31	eV



ORCA calculation (ωB97M-V/def2-TZVPD) on C37H48BBrGaIN7O4 as an isolated structure.

Last column: Löwdin charge in e.
Positions of all 100 atoms, in Å:
Ga -1.070 0.333 0.253  0.504
C -1.717 1.045 5.372  0.002
C -2.108 1.271 3.952  -0.232
C -3.139 2.040 3.449  0.057
C -3.086 1.924 2.060  -0.183
N -2.063 1.116 1.746  0.098
N -1.459 0.715 2.917  0.067
B -0.242 -0.253 2.927  -0.508
N -0.650 -1.555 2.217  0.033
N -1.190 -1.495 0.960  0.086
C -1.591 -2.742 0.624  -0.202
C -1.257 -3.595 1.671  0.041
C -0.671 -2.816 2.656  -0.271
C -0.140 -3.222 3.987  0.008
C -2.333 -3.113 -0.640  -0.523
C -2.829 -4.557 -0.519  -0.050
C -3.552 -2.197 -0.817  -0.018
C -1.399 -3.022 -1.850  -0.018
N 0.912 0.408 2.135  0.044
N 0.656 1.007 0.926  0.102
C 1.716 1.782 0.623  -0.180
C 2.680 1.607 1.615  0.034
C 2.136 0.749 2.553  -0.252
C 2.730 0.242 3.821  0.009
C 1.821 2.771 -0.516  -0.522
C 2.926 2.321 -1.481  -0.015
C 0.505 2.933 -1.264  -0.026
C 2.203 4.131 0.090  -0.030
C -4.010 2.593 1.074  -0.537
C -5.446 2.147 1.386  -0.026
C -3.679 2.235 -0.368  -0.046
C -3.889 4.112 1.262  -0.027
H -2.387 1.599 6.025  0.091
H -1.775 -0.011 5.635  0.089
H -0.697 1.383 5.559  0.090
H -3.844 2.616 4.023  0.127
H 0.100 -0.477 4.041  0.125
H -1.438 -4.653 1.725  0.123
H -0.245 -4.297 4.108  0.093
H 0.916 -2.968 4.078  0.086
H -0.678 -2.729 4.797  0.090
H -3.485 -4.688 0.342  0.095
H -3.393 -4.814 -1.416  0.095
H -1.998 -5.260 -0.440  0.091
H -4.210 -2.254 0.053  0.098
H -3.270 -1.159 -0.981  0.052
H -4.121 -2.516 -1.692  0.100
H -0.535 -3.678 -1.730  0.085
H -1.936 -3.323 -2.751  0.104
H -1.038 -2.009 -1.996  0.045
H 3.644 2.080 1.669  0.130
H 3.756 0.592 3.909  0.093
H 2.172 0.591 4.690  0.089
H 2.735 -0.848 3.835  0.087
H 2.705 1.345 -1.915  0.071
H 3.020 3.043 -2.294  0.100
H 3.889 2.260 -0.972  0.084
H 0.264 2.042 -1.833  0.055
H -0.319 3.170 -0.584  0.085
H 0.587 3.757 -1.973  0.108
H 3.160 4.090 0.609  0.083
H 2.285 4.869 -0.708  0.095
H 1.445 4.473 0.797  0.097
H -5.553 1.067 1.271  0.093
H -5.736 2.413 2.402  0.085
H -6.138 2.633 0.697  0.095
H -3.778 1.167 -0.563  0.075
H -4.370 2.744 -1.040  0.109
H -2.674 2.555 -0.653  0.070
H -4.149 4.412 2.277  0.086
H -2.873 4.454 1.055  0.091
H -4.566 4.621 0.574  0.095
O -2.406 0.937 -3.386  0.143
C -1.456 0.511 -2.789  -0.512
O -1.486 0.364 -1.462  -0.072
C -0.199 0.077 -3.487  -0.129
C -0.136 0.266 -4.865  0.028
C 0.987 -0.128 -5.573  0.034
C 2.029 -0.712 -4.877  -0.113
C 1.996 -0.916 -3.512  0.025
C 0.869 -0.510 -2.817  -0.041
N 3.237 -1.136 -5.621  -0.339
O 4.145 -1.621 -4.975  0.081
O 3.234 -0.989 -6.823  0.102
H -0.978 0.719 -5.369  0.130
H 1.063 0.007 -6.642  0.127
H 2.837 -1.377 -3.015  0.099
H 0.837 -0.670 -1.747  0.058
Br 3.680 -4.669 -2.066  0.743
C 4.449 -2.999 -1.643  -0.759
C 5.596 -2.617 -2.328  -0.131
C 6.179 -1.387 -2.078  -0.062
C 5.622 -0.531 -1.140  -0.073
C 4.478 -0.907 -0.455  -0.163
C 3.889 -2.141 -0.704  -0.735
I 2.112 -2.590 0.293  1.078
H 6.015 -3.284 -3.068  0.109
H 7.065 -1.097 -2.627  0.116
H 6.074 0.432 -0.943  0.108
H 4.033 -0.242 0.275  0.068

Force components x, y, z for each atom (eV/Å):
0.0 0.0 0.0
0.0 0.0 0.0
0.0 0.0 0.0
0.0 0.0 0.0
0.0 0.0 0.0
0.0 0.0 0.0
0.0 0.0 0.0
0.0 0.0 0.0
0.0 0.0 0.0
0.0 0.0 0.0
0.0 0.0 0.0
0.0 0.0 0.0
0.0 0.0 0.0
0.0 0.0 0.0
0.0 0.0 0.0
0.0 0.0 0.0
0.0 0.0 0.0
0.0 0.0 0.0
0.0 0.0 0.0
0.0 0.1 0.0
0.0 -0.1 0.0
0.0 0.0 0.0
0.0 0.0 0.0
0.0 0.0 0.0
0.0 0.0 0.0
0.0 0.0 0.0
0.0 0.0 0.0
0.0 0.0 0.0
0.0 0.0 0.0
0.0 0.0 0.0
0.0 0.0 0.0
0.0 0.0 0.0
0.0 0.0 0.0
0.0 0.0 0.0
0.0 0.0 0.0
0.0 0.0 0.0
0.0 0.0 0.0
0.0 0.0 0.0
0.0 0.0 0.0
0.0 0.0 0.0
0.0 0.0 0.0
0.0 0.0 0.0
0.0 0.0 0.0
0.0 0.0 0.0
0.0 0.0 0.0
0.0 0.0 0.0
0.0 0.0 0.0
0.0 0.0 0.0
0.0 0.0 0.0
0.0 0.0 0.0
0.0 0.0 0.0
0.0 0.0 0.0
0.0 0.0 0.0
0.0 0.0 0.0
0.0 0.0 0.0
0.0 0.0 0.0
0.0 0.0 0.0
0.0 -0.1 0.0
0.0 0.0 0.0
0.0 0.0 0.0
0.0 0.0 0.0
0.0 0.0 0.0
0.0 0.0 0.0
0.0 0.0 0.0
0.0 0.0 0.0
0.0 0.0 0.0
0.0 0.0 0.0
0.0 0.0 0.0
0.0 0.0 0.0
0.0 0.0 0.0
0.0 0.0 0.0
0.0 0.0 0.0
0.0 0.0 0.0
-0.1 0.0 0.0
0.2 -0.1 0.0
0.0 0.0 0.0
0.0 0.0 0.0
0.0 0.0 0.0
0.0 0.0 0.0
0.0 0.0 0.0
0.0 0.0 0.0
-0.1 -0.1 0.0
0.0 0.0 0.0
0.0 0.1 0.0
0.0 0.0 0.0
0.0 0.0 0.0
0.0 0.0 0.0
0.0 0.0 0.0
0.0 0.0 0.0
0.0 0.0 0.0
0.0 0.0 0.0
0.0 0.0 0.0
0.0 0.0 0.0
0.0 0.0 0.0
0.0 0.1 0.0
0.0 -0.1 0.1
0.0 0.0 0.0
0.0 0.0 0.0
0.0 0.0 0.0
0.0 0.0 0.0

Calculated values
max |F|	0.004	hartree/bohr
charge	+1
LUMO energy	-2.776	eV
E_HOMO	-11.20	eV